Entry 1:
Here is a molecular structure, C15H20Cl2MgN2O7PS2 at a distorted geometry from OMol25. Energies are from ωB97M-V/def2-TZVPD.

Each line ends with the Löwdin charge.
Positions of all 50 atoms, in Å:
Mg: -0.075519 1.174039 0.246492  0.262
Cl: -0.007214 -1.794282 0.557367  0.673
C: 0.201303 -1.934807 -1.184570  -0.977
Cl: 1.901794 -2.115552 -1.591895  0.503
H: -0.166513 -1.008709 -1.630736  0.003
H: -0.337410 -2.814992 -1.533738  0.039
O: -5.555200 -0.648733 1.695076  0.106
C: -4.400396 -0.392746 1.408839  -0.258
C: -3.291232 -0.021635 2.361673  -0.293
O: -3.302391 -0.134949 3.583896  0.065
C: -2.207485 0.439481 1.514021  -0.318
C: -2.474219 0.172451 0.160678  -0.331
O: -1.574303 0.382978 -0.730901  -0.160
C: -3.809292 -0.399819 0.018897  -0.283
O: -4.354189 -0.840456 -0.985069  0.080
O: -1.075340 0.946307 1.871660  -0.149
C: 4.467621 3.263550 0.055656  -0.050
C: 3.409286 4.298152 0.408476  -0.442
C: 3.625921 5.594355 -0.363797  -0.055
O: 2.090751 3.787624 0.240503  -0.319
P: 1.261706 3.241628 -1.027481  -0.084
S: -0.611942 3.563384 -0.479250  0.417
S: 1.799938 1.395224 -1.561060  0.391
O: 1.733022 4.303435 -2.146347  -0.316
C: 1.542196 4.191691 -3.553236  -0.469
C: 0.214201 3.551119 -3.922809  -0.081
C: 2.732983 3.459035 -4.162298  -0.067
H: 5.458793 3.704095 0.142109  0.081
H: 4.318868 2.930126 -0.969001  0.062
H: 4.390673 2.404404 0.718733  0.057
H: 3.443249 4.507153 1.488135  0.144
H: 3.772739 5.387151 -1.419774  0.067
H: 4.503397 6.104634 0.027031  0.078
H: 2.761186 6.244598 -0.260734  0.086
H: 1.545973 5.238104 -3.894210  0.141
H: 0.181094 2.519943 -3.572603  0.051
H: 0.089826 3.566903 -5.003799  0.082
H: -0.596108 4.106573 -3.454295  0.065
H: 2.751228 2.429359 -3.814315  0.025
H: 3.660194 3.940948 -3.856554  0.074
H: 2.669693 3.471223 -5.246505  0.077
N: 1.363931 0.550188 2.828553  0.013
C: 2.437935 0.243878 3.569946  -0.087
C: 3.497050 0.087229 2.699557  -0.065
C: 2.950079 0.308420 1.431640  -0.187
N: 1.664610 0.593296 1.539409  -0.064
H: 0.380767 0.684091 3.067171  0.142
H: 2.408037 0.154080 4.638713  0.111
H: 4.510799 -0.151297 2.953174  0.087
H: 3.418941 0.243759 0.467721  0.075

Cartesian forces, eV/Å:
Mg 0.6692 -0.0580 -0.2495
Cl -0.0554 -0.4998 0.2164
C -0.3024 0.0790 -0.2241
Cl 0.4689 -0.1880 -0.2219
H -0.0582 -0.3202 0.0489
H 0.0719 0.2221 0.0553
O 0.7989 0.1228 -0.1440
C -1.0223 -0.2253 0.2647
C 0.1173 -0.0505 0.8626
O -0.0569 0.1522 -0.6201
C -0.2748 -0.0551 0.0829
C 0.1809 0.0293 0.0655
O -0.5427 -0.1408 -0.3937
C -0.3466 -0.3361 -0.8515
O 0.3198 0.2902 0.5115
O -0.2938 -0.0119 0.7987
C -0.2425 0.0603 0.1180
C 0.4757 0.0888 -0.0108
C -0.1274 -0.1379 0.1278
O -0.4229 -0.2240 -0.2170
P 0.4773 1.2394 -0.0275
S 0.3672 -0.4258 -0.0804
S -0.3848 0.1494 0.2389
O 0.0319 -0.1165 0.6671
C 0.0730 -0.0563 -0.7219
C 0.0790 0.2038 0.1593
C -0.1050 0.1518 0.1654
H 0.1084 0.0298 0.0544
H 0.0589 -0.0629 -0.1063
H 0.0609 -0.0317 -0.0400
H 0.0642 -0.0018 -0.2623
H 0.0402 0.0414 -0.0663
H 0.1138 0.0508 0.0509
H -0.0555 0.0840 0.0214
H -0.0088 -0.2363 0.0288
H -0.0888 -0.0023 -0.0742
H -0.0049 0.0090 -0.0885
H -0.1137 -0.0783 -0.0699
H 0.0030 -0.0447 -0.0658
H 0.0975 0.0486 -0.0172
H -0.0126 0.0151 -0.1779
N 0.1059 -0.0902 0.5465
C 0.1905 -0.0128 0.0308
C -0.0886 -0.0396 0.1424
C 0.0760 -0.0805 0.1991
N -0.3331 0.3859 -0.7357
H -0.0340 0.0106 -0.0080
H -0.1705 0.0250 0.1264
H 0.1354 -0.0748 0.0205
H -0.0398 0.1130 -0.1302

Output
- gap between HOMO and LUMO (eV) = 7.01
- HOMO level (hartree) = -0.1669
- energy relative to the best compared isomer or geometry (same formula, charge and spin) (kcal per mole) = 12.6
- total charge = -1
- lowest unoccupied orbital energy (eV) = 2.465



Entry 2:
Here is C15H20ClN3O3 in the gas phase from OMol25. Energies are from ωB97M-V/def2-TZVPD.

Each line ends with the Löwdin charge.
Positions of all 42 atoms, in Å:
C: 3.077674 -1.983419 1.852270  -0.054
C: 3.575689 -2.612035 0.558595  -0.201
H: 3.051814 -3.544931 0.341950  0.123
H: 4.654757 -2.791106 0.606331  0.122
O: 3.289487 -1.767290 -0.559652  -0.010
C: 4.053949 -0.692648 -0.726613  -0.498
O: 5.049056 -0.449502 -0.102608  0.126
C: 3.479564 0.208423 -1.818049  -0.027
C: 2.126534 0.654407 -1.343170  -0.314
N: 2.117372 1.752830 -0.701496  0.108
N: 0.963880 2.201965 -0.091351  0.055
C: 0.219421 1.500515 0.799385  -0.467
O: 0.404552 0.335343 1.086018  0.064
C: -0.936165 2.304233 1.415263  -0.112
N: -2.121598 1.484527 1.506574  0.030
C: -2.677386 0.930886 0.363328  -0.222
C: -2.454907 1.474901 -0.901398  -0.042
C: -3.066343 0.939836 -2.018972  -0.088
C: -3.908929 -0.147162 -1.902357  -0.127
C: -4.134917 -0.683815 -0.643627  -0.606
C: -3.542908 -0.173118 0.501479  -0.224
C: -3.792346 -0.761194 1.858798  -0.060
H: -4.184521 -0.003607 2.536854  0.089
H: -2.867661 -1.161392 2.278472  0.090
H: -4.511142 -1.572118 1.796619  0.036
Cl: -5.204034 -2.047916 -0.547844  0.698
H: -4.387381 -0.577076 -2.767137  0.097
H: -2.879777 1.372889 -2.990169  0.106
H: -1.802980 2.325074 -1.022756  0.099
H: -2.069285 0.823771 2.268703  0.111
H: -0.654786 2.602936 2.428855  0.134
H: -1.149575 3.206483 0.837725  0.114
H: 0.934640 3.212863 -0.056331  0.146
C: 0.958563 -0.229347 -1.624667  -0.012
H: 0.762834 -0.870325 -0.764592  0.081
H: 1.144505 -0.856009 -2.491586  0.086
H: 0.060877 0.369242 -1.785477  0.075
H: 4.146262 1.061420 -1.932669  0.127
H: 3.402286 -0.356077 -2.745848  0.126
H: 2.043543 -1.664744 1.740448  0.065
H: 3.681807 -1.113805 2.098783  0.078
H: 3.147585 -2.703919 2.661916  0.077

Cartesian forces, eV/Å:
C 0.0761 -0.0007 -0.3646
C 0.1961 -0.1860 0.5278
H 0.0989 0.1072 -0.0093
H -0.1756 -0.0411 -0.0658
O -0.3467 -0.1522 -0.2049
C 0.2759 0.4138 -0.4565
O 0.0898 -0.0490 0.1485
C 0.2833 -0.0157 0.2997
C -0.5438 -0.1354 0.0190
N 0.8356 0.3699 0.1643
N -0.1678 0.0514 -0.5531
C -0.1335 0.0952 0.1374
O 0.0028 0.0416 0.0931
C -0.0642 -0.2672 -0.0229
N 0.0353 0.0257 0.5089
C -0.2868 -0.0790 -0.4114
C 0.1175 0.0946 0.1905
C -0.0973 -0.1395 0.0157
C -0.0071 0.0220 -0.1106
C 0.1875 0.2287 -0.0933
C -0.0096 -0.1001 0.0914
C -0.0183 0.0268 -0.1334
H 0.0009 0.0412 0.1123
H 0.0548 -0.0290 0.1009
H 0.0412 0.0199 0.1069
Cl -0.1427 -0.1768 -0.0411
H -0.0572 -0.0557 -0.0554
H 0.0107 0.0415 -0.0833
H 0.0825 0.0812 0.0082
H 0.0309 0.1052 -0.0637
H 0.0013 0.0086 -0.1283
H 0.0629 0.0054 0.0688
H -0.0756 -0.2348 0.0592
C -0.2376 0.0149 0.1044
H 0.0043 0.0044 -0.0798
H 0.0291 0.0017 -0.0933
H -0.0458 0.0068 0.0095
H -0.0436 -0.0945 0.0211
H -0.0060 -0.0079 -0.0257
H -0.0922 -0.0050 0.0345
H 0.0197 0.0440 0.0618
H 0.0140 -0.0824 0.1129

Output
- gap between HOMO and LUMO (eV) = 8.89
- SMILES = CCOC(=O)C/C(C)=N/NC(=O)CNc1cccc(Cl)c1C
- HOMO level (hartree) = -0.3028
- energy relative to the best compared isomer or geometry (same formula, charge and spin) (kcal per mole) = 27.5
- lowest unoccupied orbital energy (eV) = 0.650